No. 1
Computed, not measured: the ion C4H2IOS with charge -1 in a non-equilibrium geometry, with wB97M-V/def2-TZVPD.

XYZ file:
```
9
Properties=species:S:1:pos:R:3:forces:R:3
C -0.166978 -1.267473 0.243106 0.14 1.12 -0.03
C 1.299389 0.548345 0.698492 2.12 -2.32 -1.78
C -0.563413 -2.395498 0.003500 0.88 0.96 0.47
C 2.301626 -0.308780 0.373781 0.74 3.53 1.40
O 0.079965 0.061543 0.445812 -2.53 -0.36 0.54
S -0.797370 -4.009161 -0.163548 -0.49 -0.92 -0.28
I 4.340257 -0.193523 -0.073209 -0.67 0.28 0.43
H 1.773464 -1.024642 -0.091834 -0.44 -3.82 -1.57
H 1.243331 1.582893 0.800344 0.25 1.53 0.83
```
Forces are in eV/Å.

calculated total energy: -924.64271 hartree
HOMO energy: -2.763 eV
LUMO energy: 2.55 eV
charge: -1
ΔE to the lowest compared entry with this formula, charge and spin: 2.925 eV
gap between HOMO and LUMO: 5.309 eV

natural (NBO) population analysis, charges in e, atoms 1 to 4: 0.00, 0.14, -0.23, -0.50


No. 2
Computed, not measured: a structure of composition C4H2LuO2 in a non-equilibrium geometry, with wB97M-V/def2-TZVPD.

XYZ file:
```
9
Properties=species:S:1:pos:R:3:forces:R:3
H 2.027713 -0.572805 1.504580 -0.22 0.12 -0.04
C 1.211001 -0.005386 1.073633 -0.38 -0.72 -0.42
C 0.115475 -0.110832 0.311263 0.42 -1.68 0.11
O 1.050016 1.351407 1.272782 0.54 1.08 0.37
O -0.143160 1.289697 0.474009 -0.95 2.09 -1.20
Lu -0.513306 3.159998 -1.164639 0.31 -1.33 1.20
C -1.274141 -1.726709 -1.187449 0.32 0.44 0.49
C -0.703913 -0.976765 -0.426798 -0.08 -0.14 -0.76
H -1.769685 -2.408605 -1.857383 0.05 0.15 0.25
```
Forces are in eV/Å.

multiplicity: 2
calculated total energy: -1538.61133 hartree
HOMO energy (spin up / spin down): -16.721 / -16.710 eV
LUMO energy (spin up / spin down): -10.83 / -11.86 eV
charge: +2
ΔE to the lowest compared entry with this formula, charge and spin: 4.914 eV
gap between HOMO and LUMO (spin up / spin down): 5.889 / 4.850 eV

natural (NBO) population analysis, charges in e, atoms 1 to 4: 0.29, 0.12, 0.13, -0.14


No. 3
Computed, not measured: an isolated molecule of C4H2N2 in a non-equilibrium geometry, with wB97M-V/def2-TZVPD.

XYZ file:
```
8
Properties=species:S:1:pos:R:3:forces:R:3
C -1.749650 0.285594 -0.052196 -9.07 -4.12 1.65
C -0.432938 0.559572 -0.067245 1.78 1.66 0.41
C 0.367846 -0.469368 -0.025868 2.18 -3.16 -1.63
C 1.809687 -0.171873 -0.014373 -2.91 -1.16 0.39
H -0.087912 1.562919 0.068161 0.25 0.43 -0.17
H -0.016709 -1.576246 -0.241268 1.08 2.65 0.83
N -2.789750 -0.284533 0.181870 4.77 3.24 -1.49
N 2.899426 0.093936 0.150919 1.92 0.44 0.01
```
Forces are in eV/Å.

calculated total energy: -263.05581 hartree
HOMO energy: -10.912 eV
LUMO energy: -1.05 eV
ΔE to the lowest compared entry with this formula, charge and spin: 0.797 eV
gap between HOMO and LUMO: 9.857 eV

natural (NBO) population analysis, charges in e, atoms 1 to 4: 0.23, -0.29, -0.20, 0.23